The following is a quantum chemistry calculation of a cluster of 2 separate species, FH5Si2 in total, from the Open Molecules 2025 dataset.

Atoms and positions in Å:
F1 1.6598 -0.8935 -0.3041
Si1 -2.5550 -0.0104 -0.0698
Si2 2.5221 0.4415 -0.2008
H1 -2.5077 0.4723 -1.4691
H2 -2.2387 0.3858 1.3092
H3 -2.6121 -1.5673 -0.0910
H4 1.8627 1.1909 0.9828
H5 3.8690 -0.0192 -0.1572

Cartesian forces (eV/Å) of the 6 atoms listed first:
F -0.42 -0.60 -0.16
Si -0.88 -2.54 -0.13
Si -1.59 1.13 0.39
H 0.42 0.53 0.54
H 0.36 0.68 -0.37
H 0.11 1.34 -0.03

Properties
LUMO level (spin up / spin down) (eV): -0.5 / -0.9
Orbital gap (spin up / spin down) (eV): 7.70 / 6.43
Total charge: 0
Strongest force on any atom (eV/A): 2.693

Löwdin atomic charge list, values in e, 5 entries: F -0.348; Si 0.542; Si 0.573; H -0.182; H -0.187